1.
A structure of composition C25H24ILiN5O6S2. Source: OMol25; level of theory: ωB97M-V/def2-TZVPD.

Atoms and positions in Å:
1 Li 0.882 -1.750 -0.888
2 C 4.962 0.019 -1.763
3 C 4.641 -0.290 -0.331
4 N 5.478 0.116 0.585
5 C 5.209 -0.159 1.884
6 C 4.112 -0.869 2.290
7 C 3.955 -1.144 3.761
8 O 4.115 -2.526 4.091
9 C 3.184 -1.325 1.318
10 C 2.048 -2.111 1.762
11 N 1.083 -2.513 1.017
12 C 0.021 -3.204 1.632
13 C -0.505 -2.831 2.869
14 C -1.582 -3.505 3.419
15 C -2.169 -4.560 2.735
16 C -1.676 -4.930 1.492
17 C -0.596 -4.252 0.947
18 I 0.112 -4.794 -0.933
19 C 3.413 -1.011 -0.044
20 O 2.641 -1.322 -1.010
21 H 6.037 0.155 -1.868
22 H 4.475 0.947 -2.077
23 H 4.612 -0.773 -2.423
24 H 5.919 0.216 2.612
25 H 2.961 -0.876 4.125
26 H 4.678 -0.533 4.310
27 H 4.899 -2.838 3.627
28 H 2.056 -2.390 2.817
29 H -0.081 -1.979 3.383
30 H -1.974 -3.191 4.377
31 H -3.017 -5.084 3.154
32 H -2.131 -5.741 0.940
33 C -1.285 0.443 -3.688
34 S 0.110 -0.665 -3.727
35 C 1.384 0.511 -3.309
36 O -0.066 -1.571 -2.531
37 H -1.155 1.210 -4.451
38 H -1.345 0.892 -2.698
39 H -2.178 -0.141 -3.899
40 H 1.580 1.130 -4.184
41 H 2.264 -0.068 -3.032
42 H 1.064 1.121 -2.467
43 O -4.032 6.377 -3.320
44 S -3.414 6.432 -2.007
45 O -3.928 7.461 -1.125
46 O -1.974 6.286 -2.005
47 C -4.026 4.896 -1.243
48 N -5.341 4.829 -0.997
49 C -5.780 3.700 -0.469
50 C -4.955 2.622 -0.181
51 C -3.613 2.798 -0.467
52 N -3.151 3.932 -0.985
53 C -2.583 1.740 -0.243
54 C -1.237 2.090 -0.213
55 C -0.292 1.089 -0.064
56 N -0.592 -0.209 0.011
57 C -1.884 -0.534 0.004
58 C -2.905 0.395 -0.104
59 H -6.845 3.645 -0.262
60 H -5.353 1.718 0.257
61 H -0.955 3.128 -0.323
62 H 0.765 1.334 -0.029
63 H -2.111 -1.593 0.063
64 H -3.930 0.052 -0.123

Values from the calculation:
- total charge = -1
- relative energy (zero: lowest compared OMol25 entry of this formula, charge and spin) (eV) = 0.0441
- HOMO-LUMO gap (eV) = 7.3

These are the Löwdin partial charges, in e, on atoms 1 to 2: 0.492, -0.037


2.
The molecule C25H24N2O5. Source: OMol25; level of theory: ωB97M-V/def2-TZVPD.

Atoms and positions in Å:
1 C -0.186 -3.851 0.171
2 C 0.514 -2.532 0.134
3 C 1.888 -2.467 0.307
4 C 2.582 -1.261 0.333
5 C 4.057 -1.335 0.537
6 O 4.584 -2.299 1.055
7 N 4.732 -0.236 0.074
8 C 6.083 0.038 0.109
9 C 7.012 -0.858 0.646
10 C 8.356 -0.555 0.662
11 C 8.819 0.648 0.143
12 C 7.921 1.545 -0.389
13 C 6.551 1.267 -0.416
14 C 5.637 2.262 -0.984
15 O 4.423 2.168 -1.038
16 O 6.248 3.353 -1.465
17 C 1.869 -0.070 0.222
18 C 0.501 -0.114 0.048
19 C -0.179 -1.328 -0.029
20 N -1.573 -1.281 -0.215
21 C -2.299 -1.942 -1.146
22 O -1.876 -2.764 -1.926
23 C -3.785 -1.569 -1.114
24 O -3.959 -0.328 -0.475
25 C -5.233 0.160 -0.297
26 C -6.379 -0.523 -0.678
27 C -7.621 0.036 -0.433
28 C -7.722 1.262 0.192
29 C -6.581 1.961 0.570
30 C -6.710 3.291 1.249
31 C -5.324 1.418 0.315
32 C -4.072 2.153 0.694
33 H 0.484 -4.627 0.528
34 H -1.057 -3.801 0.823
35 H -0.540 -4.116 -0.825
36 H 2.455 -3.377 0.439
37 H 4.183 0.498 -0.371
38 H 6.655 -1.792 1.047
39 H 9.053 -1.264 1.083
40 H 9.873 0.879 0.157
41 H 8.264 2.485 -0.793
42 H 5.583 3.962 -1.823
43 H 2.354 0.892 0.287
44 H -0.058 0.806 -0.040
45 H -2.050 -0.496 0.213
46 H -4.311 -2.371 -0.575
47 H -4.153 -1.548 -2.148
48 H -6.319 -1.484 -1.162
49 H -8.511 -0.497 -0.730
50 H -8.695 1.687 0.388
51 H -6.156 3.301 2.186
52 H -7.753 3.511 1.459
53 H -6.314 4.085 0.617
54 H -3.866 2.035 1.758
55 H -4.171 3.216 0.486
56 H -3.225 1.767 0.134

Values from the calculation:
- total charge = 0
- relative energy (zero: lowest compared OMol25 entry of this formula, charge and spin) (eV) = 0.0000
- HOMO-LUMO gap (eV) = 8.7
- SMILES = Cc1cc(C(=O)Nc2ccccc2C(=O)O)ccc1NC(=O)COc1cccc(C)c1C

These are the Löwdin partial charges, in e, on atoms 1 to 2: -0.034, -0.180


3.
A structure of composition C25H24N4O3PtS2SeTe. Source: OMol25; level of theory: ωB97M-V/def2-TZVPD.

Atoms and positions in Å:
1 Pt 0.745 -0.354 -0.258
2 N 2.014 1.176 -0.602
3 C 2.965 1.788 -0.812
4 N 4.048 2.487 -1.077
5 C 4.295 2.858 -2.482
6 C 3.737 4.246 -2.741
7 O 4.273 5.179 -1.820
8 C 3.924 4.853 -0.487
9 C 4.490 3.497 -0.101
10 H 3.837 2.110 -3.128
11 H 5.374 2.847 -2.636
12 H 2.642 4.229 -2.664
13 H 4.011 4.589 -3.738
14 H 2.831 4.846 -0.375
15 H 4.335 5.635 0.150
16 H 4.168 3.195 0.894
17 H 5.581 3.520 -0.129
18 Se 0.696 -0.755 -2.650
19 C 1.582 -2.434 -2.830
20 C 1.282 -3.229 -3.934
21 C 1.947 -4.433 -4.096
22 N 2.869 -4.897 -3.254
23 C 3.147 -4.129 -2.203
24 C 2.547 -2.905 -1.948
25 H 0.534 -2.921 -4.653
26 H 1.722 -5.062 -4.952
27 H 3.899 -4.509 -1.520
28 H 2.824 -2.329 -1.077
29 C -2.807 1.020 -1.746
30 Te -1.636 1.802 -0.136
31 C -2.838 0.532 1.083
32 C -4.053 0.192 0.262
33 C -5.183 -0.369 0.851
34 C -6.293 -0.690 0.088
35 C -6.280 -0.453 -1.281
36 C -5.158 0.103 -1.873
37 C -4.040 0.428 -1.111
38 H -2.224 0.257 -2.263
39 H -3.055 1.812 -2.450
40 H -3.086 1.053 2.005
41 H -2.270 -0.365 1.326
42 H -5.191 -0.548 1.921
43 H -7.169 -1.118 0.558
44 H -7.146 -0.694 -1.883
45 H -5.147 0.291 -2.940
46 O -0.262 1.599 3.035
47 S 0.497 0.408 3.283
48 O 1.787 0.521 3.887
49 N 0.587 -0.486 1.879
50 C -0.165 -1.569 1.921
51 S -0.363 -2.302 0.420
52 C -0.780 -1.845 3.234
53 C -1.557 -2.916 3.636
54 C -2.030 -2.920 4.942
55 C -1.735 -1.877 5.814
56 C -0.958 -0.797 5.409
57 C -0.494 -0.810 4.111
58 H -1.785 -3.721 2.949
59 H -2.638 -3.746 5.287
60 H -2.118 -1.905 6.826
61 H -0.728 0.018 6.082

Values from the calculation:
- total charge = 0
- relative energy (zero: lowest compared OMol25 entry of this formula, charge and spin) (eV) = 0.0000
- HOMO-LUMO gap (eV) = 6.4

These are the Löwdin partial charges, in e, on atoms 1 to 2: 0.458, -0.018


4.
A structure of composition C25H24N5O3Ta in a non-equilibrium geometry. Source: OMol25; level of theory: ωB97M-V/def2-TZVPD.

Atoms and positions in Å:
1 Ta -0.302 -0.733 0.242
2 N -0.874 3.672 1.483
3 C -1.138 2.449 1.061
4 N -0.405 1.403 1.341
5 C 0.730 1.563 2.154
6 N 1.386 0.529 2.545
7 N 0.835 -0.645 2.099
8 C 1.029 -1.681 2.847
9 C 0.343 -2.870 2.450
10 C 0.324 -4.025 3.231
11 C -0.472 -5.083 2.848
12 C -1.224 -4.960 1.683
13 C -1.135 -3.803 0.941
14 N -0.367 -2.761 1.298
15 C 1.116 2.899 2.568
16 C 2.269 3.149 3.315
17 C 2.562 4.436 3.714
18 C 1.708 5.487 3.377
19 C 0.562 5.258 2.641
20 C 0.271 3.962 2.236
21 H -1.503 4.428 1.256
22 H -2.016 2.312 0.444
23 H 1.619 -1.627 3.753
24 H 0.922 -4.061 4.132
25 H -0.517 -5.985 3.443
26 H -1.873 -5.759 1.352
27 H -1.678 -3.692 0.014
28 H 2.905 2.314 3.571
29 H 3.452 4.630 4.295
30 H 1.943 6.493 3.696
31 H -0.102 6.073 2.381
32 C -1.857 2.034 -3.106
33 C -1.575 0.753 -2.380
34 O -0.998 0.846 -1.276
35 C -1.963 -0.518 -2.972
36 C -2.545 -0.563 -4.250
37 C -2.878 -1.759 -4.843
38 C -2.634 -2.950 -4.165
39 C -2.076 -2.936 -2.901
40 C -1.742 -1.735 -2.286
41 O -1.200 -1.739 -1.060
42 H -1.462 2.869 -2.535
43 H -2.931 2.164 -3.247
44 H -1.392 2.029 -4.092
45 H -2.734 0.357 -4.785
46 H -3.320 -1.770 -5.829
47 H -2.884 -3.894 -4.629
48 H -1.885 -3.863 -2.375
49 C 3.461 0.750 -1.068
50 O 2.265 0.305 -0.390
51 C 1.478 -0.643 -0.865
52 C 1.769 -1.309 -2.162
53 H 3.207 1.210 -2.022
54 H 4.152 -0.075 -1.223
55 H 3.914 1.483 -0.410
56 H 2.818 -1.274 -2.454
57 H 1.193 -0.802 -2.946
58 H 1.442 -2.346 -2.140

Values from the calculation:
- total charge = +2
- HOMO-LUMO gap (alpha / beta) (eV) = 5.8 / 5.8

These are the Löwdin partial charges, in e, on atoms 1 to 2: 1.739, 0.158


5.
A structure of composition C25H25AlN2P in a non-equilibrium geometry. Source: OMol25; level of theory: ωB97M-V/def2-TZVPD.

Atoms and positions in Å:
1 C -0.384 1.147 -4.416
2 C 0.992 1.529 -4.357
3 C 1.159 2.443 -3.282
4 C -0.101 2.678 -2.684
5 C -1.088 1.868 -3.362
6 Al -0.395 -0.018 -2.418
7 N -1.779 -1.081 -2.964
8 C -0.429 -1.990 -3.065
9 C 0.911 -1.345 -2.958
10 H 2.090 2.945 -3.019
11 H 1.767 1.242 -5.070
12 H -0.309 3.401 -1.894
13 H -2.169 1.989 -3.296
14 H -0.864 0.598 -5.232
15 H 1.399 -1.208 -3.926
16 H -0.495 -2.874 -2.393
17 H -2.334 -1.534 -2.226
18 H 1.566 -1.789 -2.210
19 H -0.501 -2.448 -4.074
20 N -0.214 0.648 -0.719
21 P -0.077 0.130 0.742
22 C -1.431 -0.972 1.273
23 C -2.383 -0.572 2.229
24 C -3.484 -1.384 2.509
25 C -3.683 -2.578 1.806
26 C -2.770 -2.955 0.816
27 C -1.654 -2.157 0.546
28 C 1.509 -0.705 1.084
29 C 1.778 -1.927 0.442
30 C 3.074 -2.450 0.425
31 C 4.109 -1.790 1.095
32 C 3.840 -0.598 1.775
33 C 2.558 -0.042 1.748
34 C -0.105 1.442 1.982
35 C 0.077 1.185 3.354
36 C 0.031 2.240 4.269
37 C -0.192 3.547 3.821
38 C -0.369 3.800 2.456
39 C -0.327 2.748 1.532
40 H -2.263 0.371 2.757
41 H -4.195 -1.077 3.278
42 H -4.546 -3.207 2.022
43 H -2.918 -3.872 0.244
44 H -0.973 -2.453 -0.251
45 H 0.983 -2.468 -0.066
46 H 3.269 -3.375 -0.120
47 H 5.118 -2.203 1.083
48 H 4.635 -0.087 2.320
49 H 2.375 0.908 2.247
50 H 0.252 0.167 3.705
51 H 0.169 2.037 5.333
52 H -0.227 4.369 4.539
53 H -0.543 4.818 2.104
54 H -0.462 2.910 0.463

Values from the calculation:
- total charge = -1
- HOMO-LUMO gap (eV) = 6.1

These are the Löwdin partial charges, in e, on atoms 1 to 2: -0.204, -0.173


6.
A structure of composition C25H25AsCsN3O6S2. Source: OMol25; level of theory: ωB97M-V/def2-TZVPD.

Atoms and positions in Å:
1 Cs -0.056 -0.250 1.242
2 O -4.250 -3.046 3.236
3 As -3.317 -1.493 3.048
4 O -3.018 -0.863 4.524
5 O -2.098 -2.010 2.069
6 C -4.798 -0.515 2.174
7 C -6.057 -0.960 2.580
8 C -7.227 -0.376 2.118
9 C -7.160 0.681 1.224
10 C -5.920 1.142 0.816
11 C -4.745 0.562 1.282
12 S -3.216 1.319 0.685
13 O -2.652 0.411 -0.311
14 O -2.378 1.409 1.875
15 O -3.630 2.604 0.143
16 H -3.601 -3.698 2.952
17 H -6.121 -1.791 3.268
18 H -8.187 -0.748 2.460
19 H -8.065 1.150 0.853
20 H -5.830 1.981 0.139
21 C 0.400 1.023 4.690
22 N 1.407 0.228 4.028
23 C 1.323 -1.157 4.433
24 C 2.748 0.761 4.151
25 C 3.762 0.077 3.244
26 C 5.009 -0.223 3.794
27 C 6.013 -0.795 3.019
28 C 5.736 -1.068 1.687
29 C 4.473 -0.771 1.169
30 C 3.417 -0.192 1.898
31 H 0.497 1.032 5.794
32 H -0.596 0.634 4.459
33 H 0.452 2.055 4.337
34 H 1.542 -1.288 5.511
35 H 2.040 -1.747 3.861
36 H 0.314 -1.532 4.249
37 H 3.090 0.718 5.207
38 H 2.698 1.822 3.880
39 H 5.198 -0.012 4.846
40 H 6.982 -1.029 3.449
41 H 6.500 -1.516 1.053
42 H 4.314 -1.019 0.116
43 S -0.231 -0.400 -6.426
44 C 0.167 -0.493 -4.695
45 C 0.171 0.641 -3.897
46 C 0.471 0.493 -2.552
47 N 0.733 -0.679 -1.981
48 C 0.701 -1.760 -2.751
49 C 0.436 -1.722 -4.114
50 C 1.061 0.650 -7.020
51 C 0.799 1.507 -8.083
52 C 1.833 2.277 -8.589
53 N 3.074 2.269 -8.110
54 C 3.306 1.456 -7.079
55 C 2.354 0.629 -6.508
56 H -0.060 1.616 -4.306
57 H 0.481 1.358 -1.897
58 H 0.900 -2.705 -2.258
59 H 0.435 -2.628 -4.704
60 H -0.196 1.579 -8.503
61 H 1.645 2.950 -9.420
62 H 4.317 1.459 -6.686
63 H 2.612 -0.008 -5.673

Values from the calculation:
- total charge = -2
- relative energy (zero: lowest compared OMol25 entry of this formula, charge and spin) (eV) = 1.0612
- HOMO-LUMO gap (eV) = 4.4

These are the Löwdin partial charges, in e, on atoms 1 to 2: 1.052, -0.315


7.
A structure of composition C25H25AuF5N2O2PSSe2. Source: OMol25; level of theory: ωB97M-V/def2-TZVPD.

Atoms and positions in Å:
1 Au -0.152 -0.891 -0.345
2 O 2.097 -0.425 5.476
3 C 2.782 -0.587 4.239
4 C 1.800 -0.389 3.077
5 C 1.147 0.989 3.187
6 O 2.088 2.055 3.111
7 C 0.745 -1.487 3.173
8 Se -0.786 -1.468 1.955
9 C 2.639 -0.561 1.808
10 Se 1.978 0.213 0.151
11 H 2.667 -0.721 6.190
12 H 3.228 -1.586 4.164
13 H 3.592 0.147 4.153
14 H 0.574 1.041 4.116
15 H 0.454 1.121 2.358
16 H 2.493 2.160 3.977
17 H 0.258 -1.428 4.148
18 H 1.232 -2.460 3.110
19 H 2.843 -1.617 1.638
20 H 3.598 -0.052 1.925
21 F -2.081 -7.204 1.422
22 C -2.128 -5.987 0.883
23 C -1.143 -5.582 -0.002
24 F -0.146 -6.413 -0.314
25 C -1.211 -4.323 -0.562
26 F -0.240 -3.966 -1.417
27 C -2.225 -3.424 -0.253
28 S -2.278 -1.815 -0.951
29 C -3.200 -3.860 0.635
30 F -4.203 -3.055 0.985
31 C -3.162 -5.124 1.198
32 F -4.110 -5.513 2.050
33 C -1.003 -0.666 -3.754
34 P 0.363 -0.439 -2.587
35 C 1.653 -1.565 -3.164
36 C 0.950 1.239 -2.914
37 C 0.016 2.262 -3.085
38 C 0.435 3.565 -3.290
39 C 1.792 3.861 -3.323
40 C 2.725 2.850 -3.156
41 C 2.309 1.542 -2.952
42 H -1.884 -0.119 -3.421
43 H -1.267 -1.722 -3.776
44 H -0.705 -0.324 -4.745
45 H 1.947 -1.332 -4.188
46 H 1.257 -2.579 -3.110
47 H 2.511 -1.496 -2.497
48 H -1.044 2.045 -3.047
49 H -0.297 4.351 -3.422
50 H 2.120 4.880 -3.481
51 H 3.783 3.077 -3.181
52 H 3.047 0.763 -2.817
53 N -3.655 6.637 0.393
54 C -3.206 5.586 0.285
55 C -2.647 4.267 0.141
56 C -1.289 4.054 0.345
57 C -0.798 2.769 0.172
58 N -1.566 1.739 -0.171
59 C -2.869 1.949 -0.340
60 C -3.461 3.194 -0.204
61 H -0.632 4.864 0.627
62 H 0.257 2.555 0.316
63 H -3.466 1.077 -0.587
64 H -4.523 3.326 -0.355

Values from the calculation:
- total charge = 0
- relative energy (zero: lowest compared OMol25 entry of this formula, charge and spin) (eV) = 0.0000
- HOMO-LUMO gap (eV) = 7.1

These are the Löwdin partial charges, in e, on atoms 1 to 2: 0.303, -0.048


8.
A structure of composition C25H25BrF6GaN6O8S2. Source: OMol25; level of theory: ωB97M-V/def2-TZVPD.

Atoms and positions in Å:
1 Ga 0.614 -0.902 0.263
2 C -1.113 -3.910 3.765
3 N -0.039 -3.027 3.317
4 C 0.548 -2.140 4.327
5 C 0.297 -2.918 2.062
6 O 1.224 -2.141 1.674
7 C -0.430 -3.709 0.980
8 O 0.069 -3.311 -0.282
9 C 1.301 -3.905 -0.647
10 C 2.317 -2.828 -0.997
11 O 2.001 -1.616 -0.940
12 N 3.517 -3.179 -1.403
13 C 4.508 -2.144 -1.726
14 C 3.966 -4.559 -1.554
15 H -0.900 -4.224 4.784
16 H -1.182 -4.798 3.144
17 H -2.065 -3.378 3.750
18 H 1.231 -2.702 4.962
19 H -0.259 -1.731 4.932
20 H 1.078 -1.330 3.838
21 H -1.490 -3.456 0.993
22 H -0.325 -4.787 1.123
23 H 1.133 -4.538 -1.521
24 H 1.705 -4.523 0.157
25 H 4.304 -1.241 -1.158
26 H 4.475 -1.912 -2.790
27 H 5.494 -2.523 -1.471
28 H 3.135 -5.256 -1.584
29 H 4.627 -4.829 -0.729
30 H 4.518 -4.648 -2.487
31 Br 0.691 5.732 -2.013
32 C -0.994 4.893 -2.179
33 C -1.460 4.523 -3.429
34 C -2.683 3.881 -3.535
35 C -3.397 3.560 -2.389
36 C -2.948 3.983 -1.145
37 C -1.746 4.665 -1.039
38 N -4.647 2.866 -2.551
39 N -4.867 1.808 -1.948
40 C -3.858 1.181 -1.141
41 C -4.089 0.974 0.190
42 C -3.146 0.342 1.029
43 C -1.958 -0.113 0.522
44 O -1.001 -0.720 1.237
45 C -1.729 0.063 -0.870
46 N -0.537 -0.406 -1.329
47 C -0.244 -0.329 -2.612
48 C -1.152 0.193 -3.535
49 C -2.350 0.693 -3.096
50 C -2.668 0.668 -1.723
51 H -0.878 4.745 -4.313
52 H -3.084 3.615 -4.505
53 H -3.528 3.790 -0.253
54 H -1.408 4.998 -0.070
55 H -5.018 1.333 0.616
56 H -3.352 0.230 2.086
57 H 0.736 -0.674 -2.909
58 H -0.888 0.214 -4.583
59 H -3.061 1.102 -3.801
60 F 3.551 2.453 1.811
61 C 3.256 2.561 0.530
62 F 3.361 3.807 0.128
63 F 4.098 1.791 -0.173
64 S 1.543 1.933 0.171
65 O 1.643 0.576 0.828
66 O 1.444 1.846 -1.248
67 N 0.465 2.783 0.813
68 S 0.335 3.629 2.162
69 O -0.933 4.276 2.165
70 O 1.534 4.341 2.459
71 C 0.199 2.333 3.469
72 F -0.837 1.527 3.236
73 F 0.036 2.911 4.649
74 F 1.308 1.587 3.504

Values from the calculation:
- total charge = +1
- relative energy (zero: lowest compared OMol25 entry of this formula, charge and spin) (eV) = 0.1324
- HOMO-LUMO gap (eV) = 7.2

These are the Löwdin partial charges, in e, on atoms 1 to 2: 0.349, 0.009


Look up the total charge of the seventh one.
0


Among the records above, which one has the highest total charge?
C25H24N5O3Ta


total charge of number 8 (C25H25BrF6GaN6O8S2)?
+1